(1)
C5H11NO | ωB97M-V/def2-TZVPD

```
18
Properties=species:S:1:pos:R:3:forces:R:3
N -1.59842 -1.98863 -0.58127 -1.75 -4.16 0.77
C -1.05645 -0.74344 -0.41498 2.78 -0.87 -3.14
C -0.76061 -0.11458 -1.61371 0.00 -0.42 -0.20
C 0.69666 0.92100 2.56578 -3.00 1.88 -1.88
C 0.60868 0.19340 1.25038 -2.19 0.08 1.43
C -0.55275 -0.40500 0.93807 -2.22 0.95 0.46
H -1.29941 -2.93404 -0.15657 -0.30 2.88 -0.39
H -2.22341 -2.18870 -1.36273 0.63 0.59 0.30
H -0.78671 -0.42780 -2.72651 -0.71 -0.58 2.31
H -0.32333 0.83358 -1.66772 0.20 1.59 0.78
H -0.34500 1.05252 2.97373 0.96 0.05 -0.43
H 1.12892 1.92789 2.43847 0.06 -0.54 0.14
H 1.16752 0.36151 3.24995 2.33 -1.74 2.67
H 1.48175 0.24303 0.67508 0.79 -0.07 -1.42
H -1.45006 -0.48018 1.72441 2.24 0.32 -1.48
H 1.23727 1.96220 -1.48357 0.34 0.41 0.44
H 1.87442 0.99757 -2.36919 0.94 0.71 0.84
O 2.13923 1.68306 -1.69746 -1.11 -1.06 -1.22
```
Forces are in eV/Å.

SMILES: C=C(N)/C=C/C.O
Energy above the lowest of the compared OMol25 structures with the same formula, charge and spin (kcal per mole): 80.15
Kohn-Sham gap (eV): 8.91
Max |F| (eV/A): 4.58
Calculated total energy (Ha): -327.0036
Molar mass (g mol⁻¹): 101.1

***

(2)
C5H11NO | ωB97M-V/def2-TZVPD

```
18
Properties=species:S:1:pos:R:3:forces:R:3
C -1.29231 -0.64606 -0.87850 1.39 -0.46 0.79
C 0.81133 1.37060 0.99957 -1.06 -0.20 -0.19
C -2.41281 -0.35039 0.10377 -0.05 -0.03 -0.08
C 1.14661 0.85925 -0.36940 3.14 0.13 0.37
O 1.24863 1.55846 -1.35188 -0.75 -0.53 0.12
H -1.50267 -1.53278 -1.47420 -0.05 -0.05 -0.04
H -1.13121 0.18204 -1.56569 0.05 0.03 0.00
H 0.43158 0.54758 1.59875 -0.09 0.10 0.22
H 1.72116 1.73472 1.47464 0.14 -0.06 -0.15
H 0.09806 2.18798 0.92567 -0.04 0.01 0.07
H -3.31692 -0.05947 -0.42952 -0.07 0.03 0.01
H -2.65916 -1.22060 0.71002 0.04 -0.03 0.06
H -2.14889 0.46438 0.77490 0.00 0.07 0.06
C 1.99250 -0.47709 -0.33356 -0.15 1.10 -0.32
N 2.04770 -1.16794 0.71285 -0.58 -0.39 0.20
H 2.62512 -2.00620 0.64866 0.27 0.32 -0.15
H 2.63854 -0.58331 -1.21452 -0.34 -0.27 -0.12
H -0.29724 -0.86115 -0.33154 -1.83 0.22 -0.85
```
Forces are in eV/Å.

SMILES: [H]/N=C/C(C)=O.CC
Energy above the lowest of the compared OMol25 structures with the same formula, charge and spin (kcal per mole): 45.12
Kohn-Sham gap (eV): 9.89
Max |F| (eV/A): 3.16
Calculated total energy (Ha): -327.0594
Molar mass (g mol⁻¹): 101.1

***

(3)
C5H11NO | ωB97M-V/def2-TZVPD

```
18
Properties=species:S:1:pos:R:3:forces:R:3
O -0.23826 1.18260 2.09726 2.60 -0.08 0.64
C 0.96524 0.83273 2.19937 -4.03 0.58 1.02
N 1.66377 0.59105 1.08628 1.54 -0.90 0.16
C 1.19403 1.07220 -0.15591 -3.37 1.13 -1.07
C -0.08603 0.38490 -0.87251 1.35 0.45 1.26
C -0.55467 -0.97920 -0.29246 0.25 0.45 -4.03
C -1.83972 -1.39026 -1.08216 0.15 1.02 1.89
H 1.39339 0.76079 3.23878 0.19 -0.37 -1.14
H 2.26011 -0.23836 0.99011 -0.07 0.87 0.68
H 1.98868 1.01071 -0.80991 1.84 -0.54 -1.48
H 0.96976 2.17856 -0.20712 0.23 -1.06 0.96
H 0.32666 0.30339 -1.86892 -0.65 -0.30 -0.65
H -0.90025 1.12152 -0.84198 0.14 -0.38 -0.11
H 0.27929 -1.67821 -0.38526 -0.26 -0.24 0.31
H -0.85667 -0.76109 0.64443 -0.43 0.13 3.47
H -2.20335 -2.38200 -1.03116 0.32 -1.47 0.28
H -2.68851 -0.84526 -0.61295 0.52 0.24 -0.80
H -1.67347 -1.16407 -2.09586 -0.30 0.49 -1.39
```
Forces are in eV/Å.

SMILES: CCCCNC=O
Energy above the lowest of the compared OMol25 structures with the same formula, charge and spin (kcal per mole): 40.16
Kohn-Sham gap (eV): 10.40
Max |F| (eV/A): 4.20
Calculated total energy (Ha): -327.0674
Molar mass (g mol⁻¹): 101.1

***

(4)
C5H11NO | ωB97M-V/def2-TZVPD

```
18
Properties=species:S:1:pos:R:3:forces:R:3
C -1.26287 -2.02786 1.10082 -0.47 -0.31 0.21
N -0.20968 -1.71193 0.18406 0.41 -0.08 0.24
C 0.20178 -0.42295 -0.03147 -0.05 0.18 -0.35
O 0.31981 0.31014 1.11643 -0.19 0.98 -0.69
C 0.51185 0.04307 -1.24159 0.15 -0.19 -0.40
C -0.26475 1.64775 0.99093 0.07 -0.41 0.40
C 1.45467 1.15270 -1.53895 0.06 0.35 -0.08
H -1.12316 -3.05078 1.43216 -0.12 -0.21 0.15
H -2.23144 -1.95455 0.60657 -0.36 0.04 0.15
H -1.25814 -1.39712 1.99033 0.17 0.07 -0.26
H -0.17929 -2.30014 -0.63563 0.11 0.19 0.10
H 0.20548 -0.54287 -2.09429 -0.07 -0.27 -0.04
H -0.16874 2.00839 2.00930 -0.19 0.35 0.03
H -1.32444 1.55968 0.70861 0.30 -0.04 0.11
H 0.20974 2.37999 0.29862 0.05 -0.95 0.38
H 0.94386 2.03364 -1.93494 0.06 0.17 0.00
H 2.01491 1.44345 -0.64787 0.06 0.03 -0.14
H 2.16042 0.82941 -2.31309 0.00 0.10 0.19
```
Forces are in eV/Å.

SMILES: C/C=C(/NC)OC
Energy above the lowest of the compared OMol25 structures with the same formula, charge and spin (kcal per mole): 48.06
Kohn-Sham gap (eV): 8.62
Max |F| (eV/A): 1.21
Calculated total energy (Ha): -327.0548
Molar mass (g mol⁻¹): 101.1

***

(5)
C5H11NO | ωB97M-V/def2-TZVPD

```
18
Properties=species:S:1:pos:R:3:forces:R:3
C -0.54722 -2.40277 -1.26766 -0.07 -0.12 -0.10
C 0.10242 -1.69421 -0.07805 0.03 -0.13 0.00
C -0.13623 -0.22902 -0.06114 -0.05 -0.03 -0.13
C -0.14426 2.07923 1.73963 -0.04 -0.03 0.76
N 0.74042 0.61704 -0.60757 -0.05 -0.15 0.18
C 0.70070 1.93509 -0.49770 0.30 -0.02 0.45
O -0.25595 2.39896 0.35490 -0.11 0.46 -0.76
H -1.62877 -2.22363 -1.26646 0.18 -0.08 -0.02
H -0.15004 -2.00825 -2.21154 -0.07 -0.11 0.15
H -0.36819 -3.48218 -1.23368 -0.06 0.06 -0.07
H -0.28293 -2.11558 0.86129 0.07 -0.02 -0.19
H 1.18495 -1.89677 -0.06290 -0.17 0.01 -0.04
H -1.08223 0.21505 0.22140 0.20 -0.20 0.16
H -1.09914 1.66812 2.10310 0.22 0.22 -0.22
H 0.62539 1.34088 2.00705 -0.01 0.26 -0.43
H 0.05527 3.01958 2.26269 0.02 -0.18 0.02
H 1.54002 0.22557 -1.09776 -0.10 0.05 0.09
H 1.50381 2.54327 -0.89711 -0.29 0.02 0.16
```
Forces are in eV/Å.

Energy above the lowest of the compared OMol25 structures with the same formula, charge and spin (kcal per mole): 87.26
Kohn-Sham gap (eV): 7.13
Max |F| (eV/A): 0.89
Calculated total energy (Ha): -326.9923
Molar mass (g mol⁻¹): 101.1

***

(6)
C5H11NO | ωB97M-V/def2-TZVPD

```
18
Properties=species:S:1:pos:R:3:forces:R:3
C -1.46438 -0.25412 -1.40079 -0.37 0.03 0.65
C -1.37604 0.06465 0.20670 -0.67 -0.07 -0.53
C 0.08555 0.26695 0.70912 0.01 -0.06 -1.45
C 0.78547 1.62014 0.89506 -0.22 0.03 -0.06
N 0.86537 -0.87118 1.15614 -0.18 -0.16 -0.46
C 1.60732 -1.43686 0.16425 0.07 -0.19 -0.16
O 1.60392 -1.04298 -0.98987 0.41 -0.52 0.28
H -0.95758 0.44797 -2.10446 -0.16 -0.06 1.00
H -1.09022 -1.24715 -1.71857 -0.14 0.38 0.66
H -2.52892 -0.21132 -1.64996 0.05 -0.09 -0.05
H -1.89205 1.01465 0.34927 -0.43 -0.30 0.22
H -1.82794 -0.77893 0.72316 -0.49 0.24 0.10
H 0.16589 0.13182 -0.34774 2.59 0.38 -0.39
H 0.10267 2.44305 0.66782 0.06 -0.03 0.02
H 1.25863 1.82829 1.86068 -0.35 -0.29 0.04
H 1.58215 1.62193 0.13942 -0.01 0.31 0.28
H 0.91350 -1.27722 2.08324 -0.21 0.37 -0.23
H 2.20556 -2.30373 0.47835 0.05 0.03 0.09
```
Forces are in eV/Å.

SMILES: CC[C@@H](C)NC=O
Energy above the lowest of the compared OMol25 structures with the same formula, charge and spin (kcal per mole): 58.44
Kohn-Sham gap (eV): 10.20
Max |F| (eV/A): 2.64
Calculated total energy (Ha): -327.0382
Molar mass (g mol⁻¹): 101.1

***

(7)
C5H11NO | ωB97M-V/def2-TZVPD

```
18
Properties=species:S:1:pos:R:3:forces:R:3
C -0.02673 -0.33322 -1.82696 0.00 -0.16 0.01
C 0.76945 -1.07902 -0.73162 0.06 -0.19 -0.22
N 0.59597 -0.46734 0.59540 -0.12 0.17 -0.22
C -0.45834 -1.01321 1.43456 -0.10 0.02 0.05
C 0.73634 0.90953 0.43284 0.05 0.20 -0.16
O 1.72646 1.36089 -0.10818 -0.29 0.01 0.34
C -0.46802 1.77384 0.73356 0.02 0.12 0.20
H 0.26646 -0.70586 -2.80905 -0.19 -0.13 0.00
H 0.15770 0.74634 -1.84878 0.21 -0.31 0.07
H -1.10796 -0.45384 -1.69024 0.15 -0.19 -0.08
H 1.83484 -1.10400 -0.96518 -0.12 0.07 -0.09
H 0.42716 -2.11471 -0.66648 0.03 0.06 0.01
H -0.15490 -1.99452 1.81862 0.01 0.17 -0.16
H -0.60920 -0.36945 2.30561 0.01 -0.08 -0.16
H -1.42606 -1.13882 0.92248 0.14 0.09 0.00
H -0.44550 2.62974 0.05345 0.10 -0.11 0.23
H -0.41199 2.13037 1.76173 -0.18 0.12 0.04
H -1.40570 1.22327 0.58825 0.23 0.13 0.13
```
Forces are in eV/Å.

SMILES: CCN(C)C(C)=O
Energy above the lowest of the compared OMol25 structures with the same formula, charge and spin (kcal per mole): 23.01
Kohn-Sham gap (eV): 10.05
Max |F| (eV/A): 0.45
Calculated total energy (Ha): -327.0947
Molar mass (g mol⁻¹): 101.1

***

(8)
C5H11NO | ωB97M-V/def2-TZVPD

```
18
Properties=species:S:1:pos:R:3:forces:R:3
C 0.18868 1.42834 2.22228 0.06 -0.06 0.18
N -0.12998 1.51217 0.81020 -0.13 -0.08 -0.09
C -0.24205 0.36986 0.01089 -0.09 0.09 -0.22
O 0.11988 -0.77974 0.66172 -0.11 0.12 -0.01
C -0.66464 0.39991 -1.26245 0.02 0.04 0.12
C 1.21165 -1.48477 0.09013 0.19 -0.18 -0.10
C -0.96700 -0.80772 -2.10384 -0.02 -0.10 -0.03
H -0.69010 1.23933 2.85583 0.12 -0.02 -0.08
H 0.65363 2.36490 2.54510 -0.08 -0.11 -0.05
H 0.90010 0.61943 2.38985 -0.08 0.14 -0.01
H -0.85288 2.18449 0.60350 0.15 -0.01 -0.04
H -0.84203 1.37883 -1.70307 0.03 -0.12 0.11
H 1.45487 -2.28917 0.78740 -0.02 0.10 -0.08
H 2.08193 -0.82894 -0.02916 -0.12 -0.05 0.02
H 0.95904 -1.91900 -0.88237 0.05 0.08 0.15
H -0.16413 -1.05061 -2.81502 -0.11 0.04 0.11
H -1.14363 -1.69254 -1.48317 0.01 0.13 -0.09
H -1.87332 -0.64477 -2.69782 0.12 0.00 0.09
```
Forces are in eV/Å.

SMILES: C/C=C(/NC)OC
Energy above the lowest of the compared OMol25 structures with the same formula, charge and spin (kcal per mole): 45.10
Kohn-Sham gap (eV): 8.56
Max |F| (eV/A): 0.28
Calculated total energy (Ha): -327.0595
Molar mass (g mol⁻¹): 101.1

***

(9)
C5H11NO | ωB97M-V/def2-TZVPD

```
18
Properties=species:S:1:pos:R:3:forces:R:3
C 0.80007 1.72446 -0.76758 0.02 0.08 0.09
C 0.45363 0.29435 -1.17003 0.00 -0.11 -0.01
C -0.38410 -0.47458 -0.13406 -0.06 0.07 -0.17
C -0.57790 -1.93308 -0.54728 -0.02 -0.05 0.01
N 0.21455 -0.39861 1.19249 -0.02 0.05 0.11
C -0.41293 0.17227 2.25450 -0.05 -0.04 -0.05
O -1.54283 0.61947 2.24296 0.31 -0.09 0.00
H -0.08011 2.37548 -0.79448 0.10 -0.12 0.03
H 1.20589 1.75803 0.25080 -0.06 0.02 -0.21
H 1.55492 2.14941 -1.43628 -0.14 -0.05 0.05
H -0.10284 0.29640 -2.11618 0.09 -0.03 0.14
H 1.37316 -0.27651 -1.36600 -0.07 0.08 0.08
H -1.35979 0.00889 -0.02219 0.12 -0.06 -0.06
H -1.04433 -2.00825 -1.53594 0.06 0.07 0.16
H 0.38681 -2.45524 -0.59564 -0.13 0.10 0.02
H -1.21262 -2.45228 0.17629 0.07 0.05 -0.10
H 1.16558 -0.71654 1.31245 -0.13 0.04 0.05
H 0.21927 0.18615 3.16376 -0.08 -0.02 -0.12
```
Forces are in eV/Å.

SMILES: CC[C@@H](C)NC=O
Energy above the lowest of the compared OMol25 structures with the same formula, charge and spin (kcal per mole): 5.17
Kohn-Sham gap (eV): 10.67
Max |F| (eV/A): 0.32
Calculated total energy (Ha): -327.1231
Molar mass (g mol⁻¹): 101.1

***

(10)
C5H11NO | ωB97M-V/def2-TZVPD

```
18
Properties=species:S:1:pos:R:3:forces:R:3
C -0.19797 -2.28037 -0.42723 -0.10 0.00 0.00
C 0.97945 -1.51353 0.15352 0.08 0.00 0.01
C 1.25794 -0.19335 -0.55795 0.16 -0.14 -0.05
N 0.18499 0.80538 -0.52002 0.00 0.15 0.08
C -0.36031 1.23298 0.66843 -0.01 -0.04 0.16
O -0.59390 0.48841 1.60301 0.14 0.24 -0.22
C -0.56918 2.72890 0.78175 -0.09 0.02 0.01
H -0.36841 -3.20705 0.12883 0.03 0.09 -0.12
H -1.10425 -1.67640 -0.34914 0.01 -0.06 -0.03
H -0.04340 -2.53242 -1.48344 0.00 0.03 0.15
H 0.80764 -1.33084 1.21589 0.06 -0.01 -0.16
H 1.90258 -2.09891 0.06931 -0.09 -0.01 -0.01
H 2.17261 0.25072 -0.13513 -0.11 -0.09 -0.07
H 1.45005 -0.38815 -1.61931 0.01 -0.01 0.13
H 0.30807 1.53970 -1.20265 0.02 -0.06 0.14
H -0.76249 3.23223 -0.16669 -0.04 -0.11 -0.01
H 0.36837 3.13049 1.18079 -0.12 0.03 0.01
H -1.36961 2.93986 1.48770 0.05 -0.01 -0.03
```
Forces are in eV/Å.

SMILES: CCCNC(C)=O
Energy above the lowest of the compared OMol25 structures with the same formula, charge and spin (kcal per mole): 7.50
Kohn-Sham gap (eV): 10.36
Max |F| (eV/A): 0.35
Calculated total energy (Ha): -327.1194
Molar mass (g mol⁻¹): 101.1

***

Copy entry 1 word for word.
C5H11NO | ωB97M-V/def2-TZVPD

```
18
Properties=species:S:1:pos:R:3:forces:R:3
N -1.59842 -1.98863 -0.58127 -1.75 -4.16 0.77
C -1.05645 -0.74344 -0.41498 2.78 -0.87 -3.14
C -0.76061 -0.11458 -1.61371 0.00 -0.42 -0.20
C 0.69666 0.92100 2.56578 -3.00 1.88 -1.88
C 0.60868 0.19340 1.25038 -2.19 0.08 1.43
C -0.55275 -0.40500 0.93807 -2.22 0.95 0.46
H -1.29941 -2.93404 -0.15657 -0.30 2.88 -0.39
H -2.22341 -2.18870 -1.36273 0.63 0.59 0.30
H -0.78671 -0.42780 -2.72651 -0.71 -0.58 2.31
H -0.32333 0.83358 -1.66772 0.20 1.59 0.78
H -0.34500 1.05252 2.97373 0.96 0.05 -0.43
H 1.12892 1.92789 2.43847 0.06 -0.54 0.14
H 1.16752 0.36151 3.24995 2.33 -1.74 2.67
H 1.48175 0.24303 0.67508 0.79 -0.07 -1.42
H -1.45006 -0.48018 1.72441 2.24 0.32 -1.48
H 1.23727 1.96220 -1.48357 0.34 0.41 0.44
H 1.87442 0.99757 -2.36919 0.94 0.71 0.84
O 2.13923 1.68306 -1.69746 -1.11 -1.06 -1.22
```
Forces are in eV/Å.

SMILES: C=C(N)/C=C/C.O
Energy above the lowest of the compared OMol25 structures with the same formula, charge and spin (kcal per mole): 80.15
Kohn-Sham gap (eV): 8.91
Max |F| (eV/A): 4.58
Calculated total energy (Ha): -327.0036
Molar mass (g mol⁻¹): 101.1